12 unconnected molecules or ions with the total composition CH26O11S2 in a non-equilibrium geometry, computed with ωB97M-V/def2-TZVPD.

The geometry in XYZ format:
```
40
CH26O11S2 ωB97M-V/def2-TZVPD
C -0.791 -0.952 -2.627
S -1.816 -0.685 -1.303
S -3.895 -1.016 -1.895
H -0.219 -1.933 -2.318
H -0.041 -0.180 -2.516
H -1.105 -1.141 -3.660
H -3.910 -2.385 -1.666
O 2.342 -2.942 -0.215
H 2.128 -2.697 -1.128
H 1.865 -3.813 -0.113
O 3.304 2.864 -0.549
H 3.166 3.575 -1.185
H 2.580 2.674 -0.058
O -3.125 0.700 3.204
H -3.272 -0.152 2.735
H -3.284 1.580 2.769
O 0.136 2.678 2.604
H -0.619 2.502 3.162
H 0.725 2.295 3.161
O 2.000 -2.139 -3.191
H 1.323 -1.646 -3.756
H 2.493 -1.425 -2.864
O -0.003 4.500 0.829
H -0.469 5.049 1.463
H 0.807 4.229 1.292
O -3.137 -2.715 1.775
H -2.726 -3.459 2.238
H -3.058 -2.688 0.792
O 1.872 -0.695 0.941
H 2.157 -1.580 0.541
H 2.350 -0.651 1.647
O 4.192 0.610 -2.369
H 3.948 1.597 -2.051
H 4.175 0.142 -1.510
O 0.856 1.888 0.000
H 1.193 0.895 0.311
H 0.413 2.141 0.770
O 1.879 -0.768 4.392
H 2.032 -1.030 5.285
H 0.948 -0.805 4.230
```

SMILES string: CSS.O.O.O.O.O.O.O.O.O.O.O
HOMO-LUMO gap: 8.996 eV

A molecular structure, C30H51N2O2P2Pd in a non-equilibrium geometry, computed with ωB97M-V/def2-TZVPD.

The geometry in XYZ format:
```
88
C30H51N2O2P2Pd ωB97M-V/def2-TZVPD
C -2.532 -0.231 -1.029
C -0.565 -1.342 -1.606
C -3.154 -0.650 -2.208
C -1.117 -1.765 -2.819
C -2.434 -1.417 -3.114
H -4.172 -0.325 -2.416
H -0.500 -2.344 -3.509
H -2.876 -1.732 -4.061
N -1.301 -0.646 -0.726
P -1.916 1.790 0.820
P 1.048 -1.936 0.650
C -3.171 0.746 -0.054
H -3.913 1.372 -0.568
H -3.713 0.176 0.721
C 0.759 0.950 2.852
O 1.673 1.639 3.236
C 0.873 -1.530 -1.212
H 1.359 -2.282 -1.835
C 2.931 -2.008 0.961
C 0.307 -3.679 0.843
C -1.455 3.139 -0.462
C -2.849 2.557 2.278
C 3.364 -0.677 1.603
H 3.091 -0.642 2.664
H 4.460 -0.585 1.524
H 2.913 0.191 1.107
C 3.299 -3.128 1.945
H 2.804 -3.001 2.915
H 3.088 -4.129 1.551
H 4.384 -3.071 2.123
C 3.734 -2.206 -0.332
H 4.740 -2.567 -0.061
H 3.308 -2.949 -1.016
H 3.872 -1.263 -0.877
C 0.375 -4.049 2.346
H 0.441 -3.155 2.982
H -0.545 -4.576 2.630
H 1.210 -4.717 2.581
C -1.180 -3.645 0.433
H -1.679 -2.747 0.810
H -1.302 -3.697 -0.656
H -1.686 -4.522 0.865
C 1.053 -4.705 -0.044
H 1.768 -4.263 -0.750
H 1.599 -5.436 0.566
H 0.328 -5.280 -0.639
C -1.856 3.471 3.019
H -2.394 3.955 3.848
H -1.013 2.903 3.437
H -1.461 4.264 2.368
C -3.371 1.472 3.232
H -3.913 0.683 2.703
H -2.585 1.007 3.833
H -4.099 1.949 3.906
C -4.095 3.345 1.831
H -4.611 2.879 0.981
H -4.813 3.365 2.665
H -3.879 4.390 1.592
C -1.384 2.521 -1.867
H -2.376 2.238 -2.244
H -0.973 3.271 -2.566
H -0.725 1.645 -1.882
C -0.056 3.688 -0.078
H 0.716 3.286 -0.746
H -0.049 4.787 -0.157
H 0.244 3.432 0.945
C -2.458 4.300 -0.547
H -3.485 3.956 -0.725
H -2.446 4.951 0.336
H -2.189 4.933 -1.408
Pd -0.104 0.254 1.011
N 1.247 0.807 -0.477
C 1.523 -0.046 -1.349
C 2.401 0.360 -2.619
C 2.703 -0.820 -3.525
C 1.577 1.365 -3.420
C 3.695 1.029 -2.113
H 3.272 -1.606 -3.018
H 1.784 -1.251 -3.935
H 3.307 -0.464 -4.368
H 1.360 2.254 -2.815
H 2.134 1.676 -4.312
H 0.630 0.919 -3.750
H 4.572 0.619 -2.629
H 3.656 2.107 -2.309
H 3.840 0.894 -1.032
O -0.828 -0.535 4.005
C -0.220 0.083 3.171
```

energy relative to the best compared isomer or geometry (same formula, charge and spin): 0.000 eV
net charge: +1
2S+1: 3
HOMO-LUMO gap (alpha / beta): 6.807 / 5.778 eV

Computed values of DFT total energy (unit: a.u.) for the preceding records, in sequence: -1677.599202; -2243.999109.